Record 1
27
Properties=species:S:1:pos:R:3 method="wB97M-V/def2-TZVPD" homo_energy_ha=-0.467 total_energy_ha=-594.316038 gap_ev=9.98 total_charge=+1 e_above_lowest_kcal_mol=92.7
C 3.509 0.051 -0.002
C 3.112 -1.256 0.369
C 2.623 1.113 -0.228
C 1.774 -1.538 0.314
C 1.279 0.790 -0.358
C 0.977 -0.515 -0.121
C 0.147 1.719 -0.604
C -0.941 1.366 0.288
C -1.171 -1.025 -0.219
C -3.229 0.341 0.333
N -1.826 0.340 -0.205
O -1.505 -1.579 -1.426
O -1.399 -1.720 0.888
H 4.600 0.236 0.016
H 3.836 -2.057 0.730
H 2.985 2.226 -0.065
H 1.375 -2.476 0.648
H 0.565 2.689 -0.543
H -0.133 1.491 -1.596
H -0.591 0.978 1.244
H -1.449 2.248 0.577
H -3.629 1.142 0.911
H -3.970 0.200 -0.454
H -3.194 -0.464 1.069
H -1.940 0.358 -1.312
H -1.221 -2.505 -1.526
H -0.583 -2.154 1.273

***

Record 2
22
Properties=species:S:1:pos:R:3 method="wB97M-V/def2-TZVPD" homo_energy_ha="-0.002 / -0.045" total_energy_ha=-346.312303 spin_multiplicity=2 gap_ev="3.82 / 5.01" s_squared=0.757 total_charge=-1 e_above_lowest_kcal_mol=85.1
C -1.472 0.063 -0.096
N -1.459 -1.278 -0.665
C -0.252 -2.009 -0.387
N -0.267 -3.261 -1.166
C -0.514 1.200 -0.624
C -0.169 2.267 0.364
C 0.916 2.138 1.331
C 2.213 1.379 0.858
H -2.472 0.480 -0.275
H -1.345 -0.033 0.986
H -1.599 -1.309 -1.660
H 0.651 -1.481 -0.730
H -0.152 -2.182 0.693
H 0.581 -3.760 -0.920
H -1.025 -3.876 -0.888
H -0.863 1.479 -1.626
H 0.437 0.657 -0.770
H -0.676 3.227 0.298
H 1.211 0.808 1.172
H 0.657 2.215 2.389
H 2.955 1.304 1.658
H 2.644 1.971 0.056

***

Record 3
75
Properties=species:S:1:pos:R:3 method="wB97M-V/def2-TZVPD" homo_energy_ha=-0.174 total_energy_ha=-4531.739782 gap_ev=7.15 total_charge=-1 e_above_lowest_kcal_mol=8.9
K -1.714 0.441 -1.449
O 3.563 -1.043 -5.941
C 2.582 -0.882 -5.010
C 1.584 0.067 -5.135
C 0.593 0.151 -4.164
N 0.601 -0.624 -3.076
C 1.607 -1.498 -2.944
C 2.597 -1.692 -3.884
C 1.660 -2.292 -1.668
O 2.199 -3.373 -1.590
O 1.101 -1.666 -0.642
C -0.530 1.197 -4.364
O -0.156 2.243 -4.909
O -1.676 0.844 -3.988
H 3.421 -0.397 -6.642
H 1.547 0.770 -5.960
H 3.363 -2.439 -3.728
C -2.988 5.360 1.887
C -2.819 4.967 0.416
C -1.376 4.899 -0.026
C -0.740 6.046 -0.493
C 0.566 6.006 -0.951
C 1.247 4.797 -0.951
C 0.646 3.636 -0.490
C 1.431 2.349 -0.459
C 2.193 2.169 0.861
C -0.673 3.686 -0.007
N -1.300 2.489 0.373
C -1.434 2.178 1.613
C -2.080 0.985 2.069
C -2.148 0.519 3.395
C -2.845 -0.687 3.344
C -3.219 -0.844 1.993
N -2.744 0.137 1.216
H -4.045 5.456 2.142
H -2.496 6.315 2.084
H -2.548 4.609 2.545
H -3.334 5.703 -0.205
H -3.293 4.001 0.240
H -1.294 6.979 -0.516
H 1.040 6.904 -1.328
H 2.262 4.752 -1.333
H 2.138 2.344 -1.291
H 0.784 1.480 -0.585
H 2.876 3.005 1.025
H 2.769 1.241 0.853
H 1.496 2.126 1.700
H -1.065 2.875 2.375
H -1.719 0.998 4.264
H -3.096 -1.340 4.167
H -3.805 -1.650 1.567
Ge 0.095 -2.437 0.668
C 1.287 -2.621 2.189
C 2.668 -2.529 2.029
C 3.508 -2.650 3.127
C 2.978 -2.863 4.393
C 1.602 -2.954 4.559
C 0.761 -2.834 3.462
C -0.653 -4.105 -0.003
C -2.020 -4.140 -0.277
C -2.613 -5.304 -0.751
C -1.841 -6.440 -0.949
C -0.479 -6.412 -0.674
C 0.116 -5.251 -0.201
H -1.016 -1.432 0.830
H 3.085 -2.364 1.042
H 4.581 -2.574 2.996
H 3.635 -2.952 5.249
H 1.183 -3.109 5.546
H -0.314 -2.878 3.602
H -2.623 -3.253 -0.113
H -3.675 -5.322 -0.965
H -2.300 -7.347 -1.321
H 0.123 -7.298 -0.835
H 1.180 -5.227 -0.006

***

Record 4
85
Properties=species:S:1:pos:R:3 method="wB97M-V/def2-TZVPD" homo_energy_ha="-0.336 / -0.274" total_energy_ha=-2740.183715 spin_multiplicity=2 gap_ev="5.50 / 3.83" s_squared=1.024 total_charge=+1 e_above_lowest_kcal_mol=0.0
V -1.462 1.036 -1.147
C -2.786 2.180 -2.504
C -2.411 0.992 -3.157
C -1.023 1.037 -3.385
C -0.539 2.258 -2.886
C -1.624 2.956 -2.332
H -3.791 2.503 -2.274
H -3.082 0.227 -3.520
H -0.452 0.307 -3.942
H 0.450 2.661 -3.063
H -1.606 3.979 -1.984
C -2.795 -1.648 -1.006
N -2.598 -0.345 -0.421
C -3.350 -0.012 0.584
C -3.198 1.304 1.041
C -3.984 2.131 1.850
C -3.474 3.415 1.692
C -2.402 3.318 0.812
N -2.211 2.039 0.418
C -4.196 -1.864 -1.542
C -5.023 -0.801 -1.876
C -6.282 -1.037 -2.401
C -6.723 -2.335 -2.590
C -5.916 -3.400 -2.227
C -4.658 -3.164 -1.707
H -2.592 -2.425 -0.256
H -2.065 -1.778 -1.816
H -4.109 -0.676 0.992
H -4.824 1.809 2.434
H -3.844 4.312 2.145
H -1.797 4.135 0.451
H -4.697 0.221 -1.729
H -6.916 -0.203 -2.662
H -7.698 -2.512 -3.014
H -6.267 -4.415 -2.347
H -4.028 -3.997 -1.429
N 2.678 1.315 1.203
C 2.888 2.166 2.387
C 2.472 3.600 2.037
C 0.965 3.676 1.808
N 0.612 2.771 0.685
C 0.217 3.245 3.063
C 0.574 1.814 3.475
N 0.004 0.881 2.502
C 2.092 1.632 3.579
H 3.406 1.464 0.511
H 1.334 1.949 0.766
H 2.684 0.331 1.447
H 3.946 2.176 2.679
H 3.018 3.943 1.157
H 2.743 4.268 2.853
H 0.671 4.698 1.556
H 0.687 3.236 -0.220
H -0.343 2.361 0.769
H -0.860 3.317 2.898
H 0.474 3.927 3.872
H 0.158 1.640 4.480
H -1.012 0.954 2.522
H 0.235 -0.070 2.769
H 2.316 0.571 3.701
H 2.443 2.133 4.481
N 3.530 -3.888 0.216
C 4.785 -4.355 -0.080
C 5.558 -5.379 0.442
C 6.826 -5.527 -0.082
C 7.304 -4.701 -1.105
C 6.541 -3.689 -1.639
C 5.272 -3.493 -1.098
N 4.344 -2.539 -1.369
C 3.316 -2.790 -0.586
C 2.187 -1.913 -0.543
C 2.246 -0.745 -1.328
C 1.222 0.155 -1.299
N 0.080 0.002 -0.578
C 0.060 -1.093 0.218
C 1.036 -2.057 0.250
H 2.886 -4.294 0.874
H 5.186 -6.032 1.218
H 7.474 -6.295 0.313
H 8.298 -4.865 -1.489
H 6.899 -3.053 -2.432
H 3.128 -0.590 -1.928
H 1.300 1.045 -1.905
H -0.807 -1.192 0.855
H 0.903 -2.916 0.892

***

Record 5
78
Properties=species:S:1:pos:R:3 method="wB97M-V/def2-TZVPD" homo_energy_ha=-0.355 total_energy_ha=-2042.285520 gap_ev=4.37 total_charge=+1
C -6.164 -2.388 0.821
N -5.740 -1.619 -0.326
C -6.063 -2.157 -1.634
C -4.994 -3.134 -2.058
F -5.226 -3.726 -3.257
F -3.774 -2.493 -2.133
F -4.842 -4.129 -1.117
C -4.871 -0.555 -0.178
C -5.092 0.699 -0.800
C -4.262 1.762 -0.518
C -3.115 1.616 0.333
C -2.383 2.761 0.730
C -1.192 2.779 1.507
C -0.273 3.873 1.417
C 0.944 3.854 2.069
C 1.319 2.745 2.867
N 2.498 2.680 3.605
C 3.770 2.340 3.004
C 2.501 3.091 5.010
C 2.094 1.987 5.947
F 2.293 2.309 7.256
F 0.756 1.690 5.808
F 2.788 0.827 5.684
C 0.401 1.682 2.995
C -0.837 1.738 2.416
C -2.768 0.268 0.669
C -3.685 -0.748 0.564
H -6.209 -1.740 1.712
H -7.167 -2.796 0.634
H -5.474 -3.224 1.034
H -7.015 -2.696 -1.567
H -6.077 -1.341 -2.367
H -5.944 0.799 -1.477
H -4.453 2.745 -0.952
H -2.687 3.700 0.277
H -0.530 4.708 0.761
H 1.653 4.686 1.985
H 3.709 2.465 1.916
H 4.558 2.990 3.407
H 4.039 1.290 3.223
H 3.521 3.387 5.273
H 1.767 3.898 5.141
H 0.725 0.817 3.579
H -1.542 0.946 2.640
H -1.764 0.032 1.007
H -3.486 -1.754 0.944
C -8.164 2.381 1.246
C -7.930 2.137 2.740
C -6.766 3.047 3.152
N -6.611 3.985 2.057
C -5.590 4.898 2.049
C -4.466 4.726 2.831
C -3.426 5.772 2.867
C -3.211 6.415 1.484
C -4.501 6.769 0.814
C -5.686 6.080 1.144
C -6.902 6.553 0.620
C -6.920 7.591 -0.318
C -5.718 8.214 -0.697
C -4.525 7.817 -0.106
C -7.246 3.537 0.830
H -7.910 1.498 0.661
H -9.204 2.648 1.049
H -8.812 2.395 3.328
H -7.660 1.104 2.951
H -6.949 3.571 4.103
H -5.839 2.459 3.299
H -4.413 3.914 3.556
H -3.756 6.569 3.562
H -2.484 5.370 3.252
H -2.603 7.319 1.614
H -2.637 5.742 0.832
H -7.847 6.141 0.987
H -7.866 7.905 -0.740
H -5.725 8.997 -1.450
H -3.590 8.322 -0.350
H -6.489 3.192 0.092
H -7.807 4.332 0.328

***

Record 6
21
Properties=species:S:1:pos:R:3 method="wB97M-V/def2-TZVPD" homo_energy_ha=-0.357 total_energy_ha=-275.002961 gap_ev=10.79 smiles=CCC(C)C.C#C e_above_lowest_kcal_mol=71.1
C 1.124 -1.417 -1.061
C 0.748 0.036 -0.794
C -0.584 0.292 -0.145
C -1.683 -0.711 -0.468
C -1.058 1.724 -0.376
H 2.148 -1.476 -1.432
H 1.061 -2.001 -0.144
H 0.477 -1.867 -1.812
H 0.846 0.611 -1.719
H 1.499 0.409 0.005
H -0.353 0.203 0.996
H -1.871 -0.741 -1.542
H -1.419 -1.714 -0.141
H -2.612 -0.431 0.028
H -1.936 1.947 0.230
H -0.278 2.437 -0.112
H -1.318 1.877 -1.424
C 0.692 0.246 2.587
C 1.810 0.224 2.110
H -0.107 0.419 3.258
H 2.815 -0.066 1.956

***

Record 7
14
Properties=species:S:1:pos:R:3 method="wB97M-V/def2-TZVPD" homo_energy_ha=-0.354 total_energy_ha=-270.513820 gap_ev=10.67 smiles="C=CCCC=O" e_above_lowest_kcal_mol=27.7
C 0.702 -1.105 1.252
C 1.018 0.161 0.997
C 0.590 0.977 -0.197
C -0.339 0.264 -1.181
C -1.581 -0.318 -0.539
O -2.118 0.142 0.439
H 0.966 -1.577 2.193
H 0.124 -1.715 0.559
H 1.592 0.720 1.738
H 1.472 1.341 -0.747
H 0.082 1.867 0.198
H 0.176 -0.518 -1.754
H -0.699 0.991 -1.923
H -1.987 -1.229 -1.034

***

Record 8
41
Properties=species:S:1:pos:R:3 method="wB97M-V/def2-TZVPD" homo_energy_ha=-0.311 total_energy_ha=-1453.681851 gap_ev=9.07 smiles="CCOC(=O)N1CCN(C(=O)COc2ccccc2Cl)CC1" e_above_lowest_kcal_mol=11.7
C -7.484 -0.483 0.965
C -6.677 0.738 0.551
O -5.274 0.521 0.708
C -4.671 -0.160 -0.289
O -5.221 -0.510 -1.307
N -3.370 -0.424 -0.011
C -2.643 0.102 1.123
C -1.582 1.097 0.638
N -0.730 0.460 -0.351
C 0.534 0.120 0.001
O 1.020 0.441 1.064
C 1.343 -0.663 -1.044
O 2.632 -0.956 -0.582
C 3.509 0.061 -0.361
C 3.316 1.391 -0.712
C 4.303 2.331 -0.466
C 5.495 1.964 0.127
C 5.707 0.642 0.481
C 4.724 -0.296 0.237
Cl 4.977 -1.946 0.666
C -1.476 -0.022 -1.492
C -2.534 -1.032 -1.020
H -7.245 -0.764 1.988
H -8.544 -0.260 0.895
H -7.254 -1.316 0.306
H -6.883 0.990 -0.494
H -6.898 1.595 1.191
H -3.339 0.586 1.805
H -2.148 -0.729 1.638
H -0.952 1.419 1.467
H -2.066 1.965 0.180
H 1.377 -0.112 -1.995
H 0.883 -1.642 -1.210
H 2.390 1.709 -1.163
H 4.129 3.360 -0.743
H 6.260 2.700 0.319
H 6.629 0.332 0.947
H -0.823 -0.480 -2.231
H -1.984 0.833 -1.954
H -3.174 -1.338 -1.849
H -2.040 -1.910 -0.592